No. 1
Density functional theory data (ωB97M-V with the def2-TZVPD basis set) for a cluster of 4 separate species, C22H51O4S in total.

Geometry as XYZ:
```
78
Properties=species:S:1:pos:R:3:forces:R:3
C -1.22962 2.59592 -0.52162 0.1 0.1 0.0
O -2.05601 1.86031 -1.40828 0.0 -0.1 0.0
C -1.55107 0.53699 -1.51017 0.1 -0.1 0.0
C -0.41391 0.42249 -2.52060 0.1 0.0 0.1
C 0.49620 -0.76472 -2.18866 -0.3 0.1 0.0
S 2.09285 -0.20823 -1.59763 0.1 -0.1 0.2
O 2.74166 0.36783 -2.77056 0.1 0.0 0.0
O 2.71550 -1.41857 -1.07215 0.1 0.1 -0.1
O 1.78445 0.79130 -0.56788 -0.1 -0.2 0.0
H -0.17931 2.33092 -0.65892 0.0 0.1 0.1
H -1.49156 2.38588 0.52284 -0.1 0.0 0.0
H -1.35098 3.65913 -0.72666 -0.1 0.0 0.0
H -1.16920 0.22979 -0.52760 0.0 -0.1 0.0
H -2.38073 -0.12921 -1.76424 0.0 0.1 0.0
H -0.80292 0.37242 -3.53858 0.0 0.0 0.0
H 0.18056 1.33519 -2.45322 0.0 0.0 -0.1
H 0.06843 -1.35196 -1.37335 0.0 -0.1 0.0
H 0.66690 -1.42919 -3.03356 0.1 0.0 0.0
C 1.63661 -5.81394 3.44330 0.0 0.0 0.0
C 1.07451 -6.09753 2.05385 0.0 0.0 0.0
C 1.59258 -5.14042 0.98022 0.0 0.0 0.0
C 1.25988 -3.66675 1.21398 0.0 0.1 0.0
C -0.23237 -3.36087 1.36005 0.0 0.0 0.0
C -1.05533 -3.76438 0.13950 0.0 0.0 0.1
H 1.34938 -4.82237 3.79552 0.0 0.0 0.0
H 1.27403 -6.54161 4.17240 0.0 0.0 0.0
H 2.72805 -5.86058 3.43627 0.0 0.0 0.0
H -0.01856 -6.05843 2.09096 0.0 0.0 0.0
H 1.33124 -7.12187 1.76656 0.0 0.0 0.0
H 1.20154 -5.45512 0.00876 0.0 0.0 0.0
H 2.68040 -5.23976 0.90893 0.0 0.0 0.0
H 1.65395 -3.07352 0.38367 0.1 0.0 0.0
H 1.78656 -3.30980 2.10347 0.0 0.0 0.0
H -0.33681 -2.28496 1.52812 0.0 0.0 0.0
H -0.64971 -3.84978 2.24796 0.0 0.0 0.0
H -0.65835 -3.30168 -0.76531 0.0 0.0 0.0
H -2.09725 -3.45637 0.24656 0.0 0.0 0.0
H -1.04829 -4.84641 -0.00778 0.0 0.0 0.0
C -3.92688 -1.61735 3.21521 0.0 0.0 0.0
C -4.52915 -1.98133 1.86190 0.0 0.0 0.0
C -3.98586 -1.13472 0.71231 0.0 0.0 0.0
C -4.26102 0.36676 0.81993 0.0 0.0 0.0
C -5.73783 0.74501 0.92386 0.0 0.0 0.0
C -6.55788 0.31593 -0.28884 0.0 0.0 0.0
H -4.16525 -0.59078 3.49864 0.0 0.0 0.0
H -4.30359 -2.27254 4.00290 0.0 0.0 0.0
H -2.83902 -1.71327 3.19061 0.0 0.0 0.0
H -5.61948 -1.89761 1.90951 0.0 0.0 0.0
H -4.31509 -3.03302 1.64976 0.0 0.0 0.0
H -4.38999 -1.51304 -0.23176 0.0 0.0 0.0
H -2.90330 -1.28016 0.65118 0.0 0.0 0.0
H -3.83047 0.85664 -0.05716 0.0 0.1 0.0
H -3.72729 0.77496 1.68322 0.0 0.0 0.0
H -5.80964 1.83030 1.03631 0.0 0.0 0.0
H -6.17607 0.31689 1.83123 0.0 0.0 0.0
H -6.14466 0.74534 -1.20399 0.0 0.0 0.0
H -7.59499 0.64518 -0.20013 0.0 0.0 0.0
H -6.56656 -0.76928 -0.40468 0.0 0.0 0.0
C 1.96277 4.01779 -1.44762 0.0 0.0 -0.1
C 3.09366 4.36792 -2.40875 0.0 -0.1 0.0
C 4.40148 3.65366 -2.06840 0.0 -0.1 0.0
C 4.96344 3.97507 -0.68306 0.0 0.0 0.0
C 5.21261 5.45900 -0.41584 0.0 0.0 0.0
C 6.22334 6.08914 -1.36916 0.0 0.0 0.0
H 2.17487 4.36070 -0.43252 0.0 0.0 0.0
H 1.02758 4.48380 -1.76581 0.0 0.0 0.0
H 1.81912 2.93591 -1.40645 0.1 0.0 0.0
H 3.24112 5.45376 -2.43609 0.0 0.0 0.0
H 2.80296 4.07456 -3.42101 0.0 0.0 0.0
H 5.14840 3.88938 -2.83374 0.0 0.0 0.0
H 4.23139 2.57509 -2.12906 0.0 0.0 0.0
H 5.90387 3.42869 -0.55490 0.0 0.0 0.0
H 4.28606 3.58392 0.07967 0.0 0.0 0.0
H 5.57022 5.57523 0.61171 0.0 0.0 0.0
H 4.26932 6.01011 -0.47185 0.0 0.0 0.0
H 7.18061 5.56440 -1.32085 0.0 0.0 0.0
H 6.40252 7.13718 -1.11993 0.0 0.0 0.0
H 5.87536 6.05068 -2.40246 0.0 0.0 0.0
```
Positions in Å, forces in eV/Å.

Summary:
- 2S+1 = 1
- total charge = -1
- E_tot (hartree) = -1568.06607
- HOMO level (hartree) = -0.2019
- gap between HOMO and LUMO (eV) = 8.2

---

No. 2
Density functional theory data (ωB97M-V with the def2-TZVPD basis set) for a cluster of 4 separate species, C22H52BrN3O3 in total.

Geometry as XYZ:
```
81
Properties=species:S:1:pos:R:3:forces:R:3
C -0.49766 -3.77544 4.24085 -0.9 0.9 0.4
C -0.94264 -2.29988 4.63274 0.1 0.2 0.0
C -0.99168 -1.32144 3.42898 -1.5 1.8 -0.5
C -2.22411 -1.42464 2.45751 -0.1 -1.9 2.0
C -3.54585 -1.20142 3.28357 2.0 -0.8 0.4
C -3.67159 -2.30620 4.45646 -0.9 0.7 -1.2
N -2.36924 -2.43949 5.25801 -2.0 -5.3 5.5
O -2.55528 -3.13202 6.48100 1.8 5.0 -7.9
C -4.05477 -3.72129 3.76527 1.3 0.4 0.8
C -4.84897 -1.83065 5.35634 1.1 -0.5 0.6
C 0.01700 -1.69857 5.69591 -0.3 0.5 -0.2
H -0.73481 -4.35524 5.13287 0.8 -0.3 -0.1
H 0.54414 -3.68786 3.93249 0.1 -0.2 0.5
H -1.02320 -4.24717 3.41057 -0.3 0.4 0.0
H -0.02604 -1.24497 2.92919 0.0 -0.9 -0.2
H -1.09269 -0.28750 3.75894 0.1 0.1 0.9
H -2.19013 -2.49865 2.27461 -0.4 0.0 -1.2
H -2.18582 -0.83647 1.54061 0.2 -0.1 0.3
H -4.42839 -1.26218 2.64675 0.0 -0.2 0.2
H -3.51145 -0.19465 3.69988 -0.2 0.0 0.3
H -4.98052 -3.56184 3.21241 0.0 0.0 0.3
H -4.09731 -4.51391 4.51230 -0.6 0.3 0.2
H -3.29805 -4.10557 3.08132 0.0 0.5 -0.2
H -5.11821 -2.47268 6.19503 0.2 -0.5 -0.4
H -5.72115 -1.73160 4.71014 0.1 0.4 0.1
H -4.50152 -0.92822 5.85933 -0.5 0.5 -0.4
H 0.98489 -1.47820 5.24564 0.2 -0.8 -0.2
H 0.14006 -2.26383 6.61974 -0.1 -0.1 -0.3
H -0.26852 -0.67165 5.92399 -0.7 -0.1 0.4
C 0.27912 0.39187 -9.82918 -1.6 -0.3 1.6
C 1.26018 0.69520 -8.72492 3.2 -2.8 0.5
N 0.89623 0.55685 -7.23289 -2.5 3.0 0.1
C 0.25066 1.90866 -6.99203 0.2 0.6 1.4
C -0.23036 -0.39835 -6.96668 0.8 -0.6 0.6
C 0.15324 -1.79328 -7.26451 -0.1 -2.5 -1.2
C 2.07272 0.36266 -6.27388 -0.9 0.9 0.2
C 1.71844 0.30073 -4.73988 0.6 0.1 -2.0
O 1.63132 -1.01795 -4.37880 0.6 -1.1 -0.7
C 2.18016 -1.32469 -3.15392 -0.9 -1.1 1.9
H -0.14596 -0.61113 -9.79175 0.5 -0.3 0.1
H 0.66113 0.52663 -10.84111 0.0 0.6 0.4
H -0.59729 0.96575 -9.52805 -0.3 0.6 -1.2
H 1.83491 1.60469 -8.89992 -0.4 0.2 0.4
H 2.00153 -0.09725 -8.62235 0.6 -0.1 -1.5
H -0.48429 2.17830 -7.75047 0.3 -0.4 -0.1
H 1.00726 2.68998 -6.92004 0.1 -0.2 -0.3
H -0.26342 1.92598 -6.03103 -0.1 -0.2 0.0
H -1.11090 -0.01285 -7.48064 0.1 -0.3 0.1
H -0.35787 -0.42099 -5.88440 -0.5 0.7 -0.1
H -0.71094 -2.45343 -7.33869 -0.5 0.3 0.1
H 0.73792 -2.33948 -6.52430 0.3 0.7 0.3
H 0.62094 -1.99914 -8.22730 0.2 0.5 -0.1
H 2.68684 1.25872 -6.36359 0.1 -0.2 -0.6
H 2.62678 -0.53666 -6.54282 -0.1 0.1 -0.1
H 0.77333 0.76379 -4.45624 0.3 0.8 0.0
H 2.63522 0.72922 -4.33489 -0.4 0.5 0.6
H 2.15833 -2.41233 -3.08556 0.1 0.1 0.2
H 1.52215 -0.92053 -2.38464 -0.6 -0.1 0.6
H 3.13578 -0.95948 -2.77776 0.6 0.3 -1.3
C 0.81697 2.14312 4.44199 0.2 1.4 -0.6
N 1.69382 2.63401 3.25267 -1.3 -0.3 0.8
C 2.01114 1.36144 2.42440 0.2 1.5 -0.2
C 0.86116 3.57910 2.33088 0.5 -1.2 0.2
C 2.88939 3.44190 3.81494 -0.5 -0.3 -1.6
C 2.51908 4.74018 4.62492 1.4 -0.4 0.1
O 3.36689 4.64717 5.77683 -0.8 0.0 -0.7
H 0.74082 2.92528 5.19732 0.1 0.2 -0.3
H 1.25847 1.30103 4.97498 0.0 -0.2 -0.7
H -0.18226 2.03668 4.01974 0.1 -0.7 0.2
H 2.47701 1.72291 1.50767 0.5 -0.2 0.2
H 1.08295 0.90936 2.07480 -0.2 0.1 0.5
H 2.62159 0.63618 2.96238 0.0 0.4 0.1
H 0.15465 2.96380 1.77379 -0.2 -0.1 0.4
H 1.51985 3.98147 1.56125 0.2 0.2 0.4
H 0.33817 4.34877 2.89851 0.3 -0.1 0.1
H 3.44066 3.71555 2.91531 -0.2 0.4 -0.1
H 3.59788 2.73361 4.24443 -0.5 0.2 1.0
H 1.49464 5.02235 4.86781 -0.4 -1.1 0.2
H 2.76364 5.58538 3.98155 0.7 0.1 0.0
H 3.12976 5.33311 6.40521 0.1 0.2 0.1
Br -0.34598 0.16932 -0.45163 0.1 0.0 -0.1
```
Positions in Å, forces in eV/Å.

Summary:
- 2S+1 = 2
- <S²> = 0.75
- total charge = +3
- E_tot (hartree) = -3832.21804
- HOMO level (spin up / spin down) (hartree) = -0.6165 / -0.6151
- gap between HOMO and LUMO (spin up / spin down) (eV) = 6.2 / 5.8